A cluster of 10 separate species, C52H102B3ClNO14P in total at a distorted geometry. Source: the Open Molecules 2025 dataset; level of theory: ωB97M-V/def2-TZVPD.

XYZ file:
```
174
Properties=species:S:1:pos:R:3:lowdin_charge:R:1
O 1.324 -0.091 -1.602 -0.3449
P 2.771 -0.202 -2.571 0.9916
O 2.523 -1.098 -4.046 -0.3181
B 4.077 -1.097 -1.495 -0.4915
O 5.490 -1.384 -1.909 0.0774
B 5.583 -2.870 -1.793 -0.7334
Cl 6.416 -3.806 -3.206 0.6092
O 5.100 -3.661 -0.633 0.1231
B 3.730 -3.106 -0.346 -0.3497
C 2.384 -4.056 -0.327 -0.0862
C 1.278 -3.667 0.819 -0.1787
C -0.204 -3.337 0.120 -0.1951
C -1.219 -4.653 0.147 -0.2009
C -0.952 -5.629 -1.144 -0.2101
C -1.823 -5.249 -2.488 -0.2080
C -3.418 -5.007 -2.195 -0.2174
C -3.870 -3.417 -2.148 -0.2151
C -3.348 -2.527 -3.422 -0.2000
C -3.906 -0.963 -3.430 -0.2062
C -2.765 0.092 -2.812 -0.1683
C -2.499 -0.394 -1.270 -0.1966
N -1.927 0.655 -0.348 -0.1782
C -1.395 2.052 -0.574 -0.0379
C -0.914 2.497 0.944 -0.0958
C -1.201 1.323 2.054 -0.0427
C -1.873 0.178 1.093 -0.0792
O 3.709 -1.615 -0.130 0.0981
H 1.518 -0.252 -0.629 0.0718
H 2.700 -2.079 -3.935 0.0691
H 2.709 -5.175 -0.143 0.1286
H 1.844 -3.963 -1.384 0.1196
H 1.097 -4.634 1.492 0.1140
H 1.628 -2.807 1.544 0.1203
H -0.701 -2.454 0.734 0.0874
H -0.050 -2.962 -0.978 0.0972
H -2.340 -4.323 0.291 0.0935
H -0.951 -5.299 1.112 0.1105
H 0.204 -5.516 -1.415 0.1013
H -1.095 -6.741 -0.776 0.1139
H -1.751 -6.178 -3.234 0.1157
H -1.273 -4.367 -3.025 0.0939
H -4.118 -5.625 -2.938 0.1150
H -3.634 -5.483 -1.122 0.1102
H -5.062 -3.432 -2.101 0.1229
H -3.535 -2.991 -1.088 0.0866
H -2.185 -2.454 -3.534 0.0973
H -3.780 -3.047 -4.399 0.1231
H -4.932 -0.855 -2.858 0.1138
H -4.123 -0.707 -4.556 0.1019
H -3.084 1.214 -2.905 0.1057
H -1.803 -0.061 -3.502 0.1221
H -1.750 -1.318 -1.333 0.1115
H -3.504 -0.817 -0.800 0.1277
H -1.334 2.604 -1.603 0.1039
H -0.406 3.511 1.253 0.0669
H -1.006 1.251 3.205 0.0640
H -2.297 -0.890 1.321 0.0945
C 7.313 0.418 -4.636 -0.1678
C 5.948 -0.102 -5.008 -0.1782
C 5.144 1.175 -5.126 -0.2088
O 6.052 2.201 -5.551 -0.1323
C 7.392 1.701 -5.434 -0.2048
H 8.125 -0.277 -4.864 0.1060
H 7.345 0.643 -3.563 0.1222
H 5.996 -0.604 -5.981 0.1062
H 5.531 -0.803 -4.281 0.0809
H 4.731 1.475 -4.157 0.0894
H 4.324 1.089 -5.844 0.1194
H 7.769 1.516 -6.446 0.1109
H 8.026 2.454 -4.957 0.1171
C -8.192 1.029 -5.505 -0.1790
C -8.418 -0.290 -6.196 -0.1839
C -7.031 -0.895 -6.184 -0.1937
O -6.371 -0.400 -5.011 -0.1824
C -7.156 0.668 -4.463 -0.2058
H -9.099 1.459 -5.072 0.1160
H -7.774 1.753 -6.214 0.1170
H -9.100 -0.909 -5.601 0.1041
H -8.833 -0.194 -7.203 0.1195
H -6.449 -0.574 -7.055 0.1186
H -7.050 -1.988 -6.162 0.1174
H -7.627 0.300 -3.546 0.1186
H -6.506 1.510 -4.208 0.1195
C -0.745 -0.495 7.401 -0.1879
C -1.449 -1.548 6.585 -0.1796
C -2.191 -0.715 5.564 -0.2025
O -1.407 0.465 5.341 -0.1689
C -0.391 0.535 6.350 -0.1975
H 0.127 -0.869 7.943 0.1130
H -1.442 -0.061 8.128 0.1148
H -0.710 -2.184 6.084 0.1160
H -2.110 -2.191 7.173 0.1160
H -3.169 -0.400 5.942 0.1190
H -2.337 -1.244 4.617 0.1142
H 0.568 0.302 5.875 0.1191
H -0.342 1.549 6.756 0.1168
C 0.610 2.865 11.390 -0.1737
C 1.915 2.376 10.816 -0.1812
C 1.562 0.971 10.379 -0.2047
O 0.172 0.983 10.023 -0.1599
C -0.403 2.218 10.471 -0.1964
H 0.524 3.954 11.420 0.1024
H 0.487 2.482 12.411 0.1200
H 2.186 2.981 9.943 0.1139
H 2.746 2.406 11.525 0.1154
H 1.690 0.255 11.198 0.1174
H 2.158 0.635 9.526 0.1160
H -0.591 2.839 9.588 0.1163
H -1.356 2.021 10.969 0.1215
C -11.682 -4.703 -5.933 -0.1829
C -12.745 -3.781 -6.473 -0.1830
C -12.080 -2.427 -6.354 -0.2037
O -10.670 -2.641 -6.506 -0.1593
C -10.412 -4.050 -6.434 -0.2034
H -11.788 -5.739 -6.265 0.1162
H -11.702 -4.690 -4.837 0.1180
H -12.935 -4.013 -7.528 0.1177
H -13.693 -3.839 -5.934 0.1162
H -12.246 -1.988 -5.365 0.1187
H -12.429 -1.721 -7.113 0.1193
H -10.160 -4.396 -7.442 0.1187
H -9.558 -4.236 -5.777 0.1185
C 12.188 1.558 -6.955 -0.1815
C 11.219 0.801 -7.826 -0.1796
C 10.520 -0.090 -6.823 -0.2085
O 10.512 0.615 -5.574 -0.1545
C 11.392 1.743 -5.682 -0.2021
H 12.524 2.503 -7.389 0.1162
H 13.071 0.937 -6.757 0.1174
H 10.499 1.499 -8.271 0.1175
H 11.697 0.242 -8.634 0.1161
H 11.068 -1.027 -6.674 0.1192
H 9.494 -0.329 -7.117 0.1092
H 10.774 2.646 -5.729 0.1153
H 12.028 1.801 -4.794 0.1189
C 3.354 7.316 9.705 -0.1805
C 2.231 7.787 8.818 -0.1774
C 1.147 6.774 9.115 -0.2029
O 1.334 6.349 10.472 -0.1645
C 2.609 6.824 10.926 -0.1999
H 4.087 8.093 9.937 0.1165
H 3.879 6.481 9.226 0.1177
H 1.904 8.786 9.132 0.1188
H 2.495 7.831 7.759 0.1178
H 1.241 5.891 8.473 0.1209
H 0.141 7.188 8.994 0.1068
H 2.428 7.639 11.636 0.1191
H 3.138 6.020 11.446 0.1178
C 4.560 -3.024 -8.299 -0.1815
C 5.684 -3.323 -7.341 -0.1945
C 5.984 -4.774 -7.648 -0.2057
O 5.675 -4.978 -9.034 -0.1374
C 4.955 -3.835 -9.514 -0.2066
H 4.440 -1.960 -8.518 0.1161
H 3.614 -3.399 -7.891 0.1176
H 6.554 -2.702 -7.584 0.1153
H 5.425 -3.153 -6.293 0.0930
H 5.347 -5.444 -7.061 0.1173
H 7.030 -5.034 -7.461 0.1186
H 5.627 -3.268 -10.168 0.1172
H 4.092 -4.162 -10.100 0.1174
C -2.884 7.461 10.133 -0.1866
C -4.326 7.036 10.233 -0.1839
C -4.204 5.538 10.407 -0.2067
O -2.967 5.298 11.092 -0.1413
C -2.208 6.515 11.101 -0.1990
H -2.718 8.513 10.379 0.1165
H -2.514 7.283 9.116 0.1117
H -4.783 7.480 11.125 0.1170
H -4.929 7.317 9.365 0.1155
H -4.154 5.028 9.439 0.1175
H -5.032 5.114 10.982 0.1173
H -2.225 6.912 12.121 0.1212
H -1.170 6.304 10.826 0.0947
```

## Properties
- F_max (hartree/bohr) = 0.1355
- structure (SMILES) = OP(O)B1OB(Cl)OB(CCCCCCCCCCCCn2cccc2)O1.C1CCOC1.C1CCOC1.C1CCOC1.C1CCOC1.C1CCOC1.C1CCOC1.C1CCOC1.C1CCOC1.C1CCOC1
- HOMO level (Eh) = -0.2680
- charge = 0
- spin multiplicity = 1
- LUMO energy (eV) = -0.970